{"formula": "C9H32IN12O7", "method": "ωB97M-V/def2-TZVPD", "homo_ev": -4.61, "largest_force_ha_per_bohr": 0.180, "molar_mass_g_mol": 547.3, "lumo_energy_ev": 2.0, "total_charge": -1, "energy_ev": -50170.221, "species": ["I", "O", "O", "O", "O", "O", "O", "O", "N", "N", "N", "N", "N", "N", "N", "N", "N", "N", "N", "N", "C", "C", "C", "C", "C", "C", "C", "C", "C", "H", "H", "H", "H", "H", "H", "H", "H", "H", "H", "H", "H", "H", "H", "H", "H", "H", "H", "H", "H", "H", "H", "H", "H", "H", "H", "H", "H", "H", "H", "H", "H"], "coordinates": [[1.03, 0.18, 0.18], [-1.10, -4.68, -5.60], [-6.47, -2.00, 1.37], [7.36, -3.01, -3.07], [1.48, 8.26, -0.24], [0.33, 4.48, 5.95], [-0.52, -5.13, 2.82], [-0.74, 5.19, -5.59], [-5.02, -1.92, -0.32], [-1.30, 4.03, 4.51], [0.44, 6.25, 0.13], [-0.71, -5.32, -3.58], [6.40, -2.18, -1.20], [1.06, 4.29, -4.60], [-1.38, 5.88, 5.58], [-0.92, -3.26, -3.93], [5.39, -1.96, -2.99], [1.41, 5.46, -6.31], [-7.17, -2.02, -0.60], [2.46, 6.42, 0.39], [-0.13, -5.69, 3.99], [0.23, -4.54, 4.94], [-1.36, -6.38, 4.52], [6.43, -2.50, -2.45], [-0.65, 4.77, 5.31], [1.46, 7.07, 0.02], [-6.22, -1.91, 0.24], [-0.88, -4.44, -4.46], [0.48, 5.06, -5.53], [2.36, 5.41, -5.97], [0.56, 4.01, -3.77], [-0.67, 3.33, 4.17], [4.70, -1.42, -2.48], [-2.13, -5.66, 4.78], [-4.23, -1.61, 0.22], [-1.75, 6.46, 4.84], [-0.34, -4.19, 2.93], [-0.63, -5.02, -2.62], [3.31, 6.92, 0.17], [-1.10, -6.74, 5.52], [2.50, 5.41, 0.40], [-1.84, -7.07, 3.83], [-8.07, -2.19, -0.17], [-0.94, 6.24, 6.42], [-0.60, -3.87, 5.14], [2.05, 4.15, -4.77], [-2.13, 4.31, 4.00], [5.18, -2.13, -3.96], [-0.49, -6.22, -3.98], [0.59, 5.26, 0.29], [1.10, 6.09, -7.05], [0.60, -4.80, 5.93], [-6.99, -1.85, -1.58], [5.59, -1.77, -0.75], [-0.51, 6.60, 0.14], [-4.96, -1.70, -1.30], [-0.63, -3.19, -2.97], [0.72, -6.33, 3.72], [7.18, -2.45, -0.62], [1.03, -3.95, 4.49], [-0.86, -2.43, -4.50]], "mulliken_charge": [-0.99, -0.66, -0.61, -0.69, -0.70, -0.63, -0.52, -0.66, -0.41, -0.37, -0.38, -0.37, -0.38, -0.39, -0.49, -0.39, -0.36, -0.39, -0.39, -0.39, 0.61, -1.54, -1.25, 0.68, 0.57, 0.65, 0.59, 0.65, 0.68, 0.18, 0.20, 0.26, 0.17, 0.29, 0.25, 0.22, 0.32, 0.17, 0.24, 0.36, 0.20, 0.33, 0.22, 0.23, 0.41, 0.14, 0.21, 0.20, 0.22, 0.16, 0.23, 0.38, 0.17, 0.18, 0.20, 0.18, 0.16, 0.19, 0.20, 0.42, 0.21]}